Here is a structure of composition C20H24N4O in a non-equilibrium geometry from the OMol25 dataset. Energies are from the ωB97M-V functional and the def2-TZVPD basis.

Calculated values
Energy relative to the best compared isomer or geometry (same formula, charge and spin) ... 408.7 kcal/mol
Frontier orbital gap ... 7.3 eV
HOMO energy ... -7.7 eV
Calculated total energy ... -1070.19615 Eh
LUMO ... -0.013 Ha
Total charge ... 0

XYZ file:
```
49
Properties=species:S:1:pos:R:3:forces:R:3:nbo_charge:R:1
C -3.785272 -0.635842 -1.791555 4.26 -2.26 -1.44 -0.66
C -4.458481 0.437302 -1.131410 -2.72 3.10 0.25 -0.11
O -3.840047 1.807163 -1.131936 -4.77 -3.60 -2.21 -0.53
C -2.837412 1.843222 -0.274709 1.40 -3.76 2.07 -0.05
C -1.519282 1.526809 -1.112340 -1.05 8.82 8.39 -0.48
C -0.408059 1.992351 -0.019617 -1.48 1.89 1.55 -0.25
N -0.141176 0.959115 1.119535 1.77 3.94 -4.53 -0.66
C 0.578225 -0.054689 0.440287 -10.24 -2.59 6.17 0.40
C 0.003077 -1.321664 0.561780 2.18 -1.63 -0.99 -0.14
C 0.806277 -2.510806 0.146110 -4.99 2.54 1.56 0.17
C 1.925509 -2.078811 -0.457015 1.89 -6.85 -2.32 -0.30
C 2.591336 -3.248197 -1.162924 7.19 -10.33 -4.09 0.29
N 3.272238 -4.412526 -1.647114 -7.23 12.06 4.91 -0.35
C 2.593113 -0.903429 -0.470358 -1.56 -0.60 -0.69 0.38
N 3.735499 -0.656622 -1.084516 -2.95 1.43 3.64 -0.39
C 3.816963 0.642780 -0.506753 6.96 -1.15 -5.45 0.07
C 5.013157 1.354598 -0.786238 -2.09 4.80 2.41 -0.19
C 4.870521 2.741699 -0.252359 8.30 -0.54 -6.23 -0.19
C 3.897851 3.343180 0.320571 -9.51 0.08 6.73 -0.28
C 2.666712 2.472060 0.707818 4.75 -1.45 -5.20 -0.14
C 2.687612 1.143874 -0.044273 -3.54 7.83 7.15 0.06
N 1.749380 0.166989 0.239184 12.67 -1.53 -6.16 -0.33
H 1.854043 2.879951 1.234396 -0.92 0.13 0.55 0.22
H 3.730635 4.283729 0.971251 1.39 -0.99 -1.98 0.24
H 5.736058 3.641555 -0.716350 -2.05 -3.11 1.68 0.19
H 5.928908 1.176864 -1.374011 -1.03 -0.71 0.51 0.25
C 0.202207 -4.029806 0.240354 -6.33 8.30 4.46 -0.58
H 0.955140 -4.415279 -0.132830 6.37 -5.62 -3.40 0.21
H -0.776225 -3.968432 -0.272688 0.86 -0.59 -0.23 0.23
H -0.054185 -4.124768 1.337415 0.76 -0.54 -1.24 0.23
C -1.284287 -1.427303 1.248695 -0.65 -4.94 0.38 -0.42
H -1.992718 -0.736520 0.913553 -0.95 1.46 -0.03 0.22
C -1.146056 -1.593670 2.842943 -1.93 -5.75 -3.65 -0.59
H -0.577054 -2.607850 3.080667 -1.17 2.40 -0.30 0.21
H -0.756023 -0.801474 3.239967 3.35 4.47 2.19 0.19
H -2.117295 -1.562981 3.308920 -0.67 -0.78 0.01 0.21
H -1.734109 -2.440171 0.748019 0.63 2.06 1.71 0.20
H -0.858079 0.923690 1.801906 -0.55 -0.94 0.02 0.41
H -0.571681 3.072333 0.451289 -0.66 -2.27 -0.58 0.20
H 0.412531 2.332902 -0.605877 1.67 -0.96 -0.07 0.21
H -1.340432 0.601253 -1.150880 0.85 -7.10 -2.33 0.22
H -1.689965 2.428464 -1.595433 0.78 0.49 -3.26 0.26
H -3.080534 1.149700 0.639093 0.86 0.60 -1.31 0.13
H -3.006134 2.761949 0.157247 1.44 2.77 1.05 0.19
H -4.923899 0.172708 -0.171386 1.14 0.28 0.59 0.18
H -5.409910 0.557039 -1.644250 0.02 0.55 -0.69 0.20
H -3.450023 -0.375361 -2.809458 0.27 0.63 0.39 0.23
H -2.820015 -1.095393 -1.287502 -2.08 0.77 -0.73 0.20
H -4.448659 -1.411682 -2.117232 -0.64 -0.81 0.77 0.24
```
Forces are in eV/Å.

=====

Here is a structure of composition C20H25AlBBeBrClF2MgN3O13S in a non-equilibrium geometry from the OMol25 dataset. Energies are from the ωB97M-V functional and the def2-TZVPD basis.

Calculated values
Frontier orbital gap ... 0.8 eV
HOMO energy ... -12.0 eV
Calculated total energy ... -6033.20272 Eh
LUMO ... -0.412 Ha
Total charge ... +2

XYZ file:
```
70
Properties=species:S:1:pos:R:3:forces:R:3:nbo_charge:R:1
C -1.532039 -1.188924 -2.260228 0.32 0.47 -0.39 -0.90
S -0.214675 -0.176396 -2.845136 0.12 -0.49 -1.86 2.21
O -0.712716 1.063651 -3.348159 -0.53 0.95 1.07 -0.93
O 0.652511 -0.841869 -3.758201 0.70 -0.82 0.30 -0.91
C 0.577807 0.050083 -1.253850 0.24 0.41 -1.03 -0.27
C 0.555431 1.293323 -0.736783 0.18 0.19 -0.14 -0.21
C 1.166034 1.549415 0.499719 -0.09 0.76 0.69 -0.03
C 1.180749 2.946634 1.124668 -0.23 -0.83 -0.83 -0.54
C 0.815325 4.068764 0.187786 0.26 0.30 0.32 0.10
N 1.482341 5.133990 0.116542 0.11 0.33 -0.21 -0.52
C 1.774691 0.504199 1.143931 0.04 -0.16 0.72 -0.15
Br 2.646817 0.789855 2.811877 -0.08 0.11 -0.10 0.16
C 1.793630 -0.813063 0.632236 0.29 0.35 0.45 0.06
N 2.411233 -1.787891 1.334762 0.00 0.10 -0.27 -0.36
C 2.385901 -2.944252 0.746993 0.28 -0.44 0.54 0.03
C 1.763040 -3.182035 -0.487710 0.11 -0.43 -0.41 0.04
N 1.175294 -2.256844 -1.176949 -0.23 -0.02 0.14 -0.34
C 1.181502 -1.038843 -0.596720 0.09 0.21 -0.45 0.21
H -1.255553 -2.226262 -2.353261 0.06 -0.28 0.09 0.27
H -1.470439 -0.811038 -1.250343 -0.74 -0.49 0.39 0.20
H -2.452540 -0.938946 -2.765448 -0.24 0.06 -0.04 0.29
H 0.069692 2.086206 -1.272067 -0.15 0.15 -0.29 0.27
H 0.561893 2.913496 2.020417 0.01 0.12 0.21 0.33
H 2.239677 3.147283 1.426525 -0.86 0.58 0.86 0.11
H -0.061507 4.019957 -0.442090 -0.30 -0.29 -0.01 0.21
H 2.282724 5.131949 0.750131 0.08 0.10 0.04 0.32
H 2.868372 -3.768776 1.244201 0.12 -0.21 0.19 0.21
H 1.805787 -4.175403 -0.899095 -0.10 -0.27 -0.18 0.22
Al 3.517008 2.238790 0.395104 1.33 -0.41 -0.75 0.86
F -1.082585 -0.390748 0.719764 -2.01 -0.58 0.59 -0.94
O -0.728306 2.925920 3.619425 0.18 -0.06 0.11 -0.95
H -0.134828 3.384255 4.224830 -0.11 0.10 0.05 0.48
H -1.250324 2.354939 4.192137 -0.09 0.00 -0.04 0.49
C -3.805860 2.579830 -2.537983 -0.15 0.04 -0.02 -0.65
C -4.726578 2.384195 -1.344468 0.01 -0.20 -0.09 -0.06
O -5.727135 3.369915 -1.227053 0.03 0.23 0.25 -0.54
C -6.646015 3.448845 -2.303460 -0.16 -0.07 -0.14 -0.07
C -7.455239 2.178143 -2.509408 0.21 -0.09 0.02 -0.65
H -3.407042 3.595416 -2.549016 0.05 0.00 0.03 0.21
H -2.976262 1.874741 -2.502464 0.05 -0.02 -0.02 0.21
H -4.329780 2.423058 -3.480681 0.02 -0.06 -0.02 0.21
H -4.136209 2.452985 -0.423989 -0.08 0.10 0.05 0.15
H -5.174964 1.384443 -1.356660 0.09 -0.01 -0.07 0.18
H -6.130293 3.735901 -3.226458 0.00 -0.05 -0.01 0.16
H -7.318140 4.268074 -2.054007 0.05 0.05 0.10 0.19
H -6.832328 1.353128 -2.859918 -0.03 0.00 -0.05 0.20
H -8.233442 2.345120 -3.252753 -0.03 0.02 -0.01 0.22
H -7.920271 1.866034 -1.573817 -0.06 0.05 0.01 0.21
F -4.127369 -0.873426 -0.754382 0.52 0.97 0.16 -0.93
C -6.596510 -3.446896 -0.270826 -1.64 -0.94 0.93 -0.28
O -5.455675 -2.729819 -0.693100 -0.78 -1.18 -0.68 -0.52
H -7.447290 -2.817021 0.016364 0.37 0.47 -0.17 0.18
H -7.024049 -4.142102 -0.994025 0.45 0.09 -0.31 0.20
H -6.404792 -4.078732 0.604739 0.63 0.31 -0.03 0.19
Mg -2.920483 -0.850155 0.494383 1.41 0.51 -0.03 1.89
Cl -5.473474 -2.740505 -2.395531 0.30 0.27 0.30 0.23
B 7.348350 -2.669952 2.378111 -3.12 0.23 -2.31 1.17
O 7.639364 -2.844524 0.986281 0.47 -0.12 0.94 -0.67
C 7.086291 -1.820052 0.288547 0.01 0.02 -0.50 0.66
O 7.134171 -1.667531 -0.879375 0.01 -0.02 0.07 -0.43
C 6.397615 -0.905693 1.306330 -0.25 0.33 -0.09 0.69
O 5.805955 0.095991 1.074078 -0.01 -0.06 0.13 -0.49
O 6.590609 -1.442951 2.529441 0.81 -0.44 0.51 -0.67
O 6.665354 -3.833813 2.988239 2.10 0.35 1.13 -0.59
C 7.385629 -4.385019 3.982776 -1.61 -0.53 -0.80 0.68
O 7.118363 -5.307543 4.662098 0.41 0.07 0.26 -0.37
C 8.686719 -3.560992 4.087850 -1.11 -2.07 0.62 0.73
O 9.689881 -3.587693 4.797195 1.41 1.54 0.44 -0.68
O 8.673509 -2.619169 3.216866 1.82 2.65 -0.47 -0.78
Be 10.035442 -2.093650 4.031068 -0.96 -1.93 0.08 1.78
```
Forces are in eV/Å.

=====

Here is a structure of composition C20H25Br40N2O in a non-equilibrium geometry from the OMol25 dataset. Energies are from the ωB97M-V functional and the def2-TZVPD basis.

Calculated values
Frontier orbital gap ... 7.1 eV
HOMO energy ... -11.2 eV
Calculated total energy ... -103921.99823 Eh
LUMO ... -0.152 Ha
Total charge ... +1

XYZ file:
```
88
Properties=species:S:1:pos:R:3:forces:R:3:mulliken_charge:R:1
C -2.115483 1.074704 0.668521 -0.07 0.69 -0.07 -0.86
C -2.578011 2.103435 -0.333851 0.16 -0.29 -1.87 0.36
O -2.418869 2.001630 -1.546917 -0.22 0.53 2.71 -0.65
N -3.245879 3.295893 0.222454 -0.20 -0.31 -0.45 0.11
C -2.681903 4.521278 -0.373613 0.43 -0.05 -0.05 -1.01
C -4.686989 3.259132 0.075641 0.14 -0.30 0.38 -0.36
N -5.295604 3.746810 1.360919 -0.11 0.01 0.34 0.03
C -6.120585 2.949351 1.935614 0.56 -0.21 -0.40 -0.33
C -6.359909 1.737786 1.120510 -0.36 0.79 -0.62 0.52
C -5.375172 1.885541 -0.066525 -0.25 -0.55 0.30 0.38
Br -6.268362 1.737385 -1.762545 -0.13 0.09 -0.19 -0.04
H -2.902858 0.331268 0.810836 0.10 -0.16 -0.09 0.20
H -1.947449 1.558005 1.632261 0.10 -0.09 -0.09 0.32
H -1.206381 0.607892 0.295579 -0.10 -0.17 0.02 0.37
H -1.591685 4.460943 -0.333551 -0.14 0.01 0.07 0.37
H -2.972284 5.394630 0.212404 -0.11 -0.04 -0.06 0.31
H -2.962969 4.641793 -1.423280 -0.09 0.04 0.06 0.38
H -5.030909 3.934763 -0.711600 0.02 0.03 0.03 0.43
H -4.976729 4.636708 1.734544 -0.18 -0.10 0.17 0.28
H -6.591031 3.154514 2.891397 0.12 0.20 -0.05 0.44
H -6.296562 0.790354 1.650320 0.07 0.12 0.14 -0.78
H -7.391565 1.842256 0.753281 0.00 -0.20 0.11 0.49
H -4.716746 1.023146 -0.035098 0.32 0.26 -0.10 -0.05
C -3.005104 0.362677 -3.779059 -0.01 0.00 -0.05 0.18
Br -3.690852 0.617379 -5.558142 0.13 -0.03 -0.07 -0.01
Br -3.969411 -1.045253 -2.877950 0.05 0.00 0.10 0.03
Br -1.116734 0.013272 -3.708696 -0.03 0.13 -0.27 0.10
H -3.183627 1.282322 -3.239859 0.01 -0.19 -0.12 -0.11
C 0.048080 -0.393959 -7.702719 -0.05 -0.05 -0.04 -0.10
Br 0.169494 -2.144498 -6.918456 0.00 0.00 0.00 0.03
Br 1.659621 0.609858 -7.438442 0.08 0.06 0.03 0.00
Br -0.430368 -0.469746 -9.564764 -0.04 -0.02 0.03 -0.03
H -0.741321 0.128769 -7.185615 -0.09 0.04 0.04 0.09
C 0.804218 -4.072709 -2.670858 0.03 -0.17 0.06 -0.34
Br 2.237436 -3.049443 -3.441475 -0.23 0.09 -0.12 0.00
Br 0.783852 -3.871139 -0.757519 -0.01 0.01 0.11 -0.03
Br -0.938751 -3.710818 -3.406961 0.16 0.02 -0.08 -0.02
H 1.014748 -5.110643 -2.882340 0.01 -0.02 0.04 0.36
C 2.703155 2.122708 2.589401 0.10 0.00 0.13 -0.03
Br 1.717380 0.944348 3.742764 -0.21 -0.04 -0.13 0.02
Br 2.346077 1.780077 0.732007 -0.06 0.03 -0.02 0.05
Br 2.412672 3.965598 3.049945 -0.02 -0.02 -0.03 -0.01
H 3.753172 1.919397 2.753427 0.03 0.00 0.01 -0.03
C 4.927321 0.651437 -3.767629 0.04 -0.03 0.06 -0.34
Br 4.569563 -0.538060 -5.232914 0.00 -0.02 0.07 -0.04
Br 3.694949 0.400225 -2.313883 -0.11 -0.01 -0.08 0.08
Br 6.738556 0.492097 -3.142794 0.11 0.04 -0.09 -0.05
H 4.803578 1.660806 -4.131214 -0.01 0.01 0.00 0.36
C 7.892780 -1.324712 0.150236 0.03 -0.03 -0.01 -0.20
Br 6.071691 -0.828631 0.511816 -0.06 0.01 0.06 0.06
Br 9.128178 -0.305800 1.215737 0.00 0.01 0.01 -0.03
Br 8.168217 -3.213849 0.357295 0.03 -0.01 0.04 0.04
H 8.086459 -1.082424 -0.884741 -0.02 0.01 -0.02 0.13
C -7.096335 -3.642836 -1.732516 -0.02 -0.03 -0.06 -0.26
Br -8.370721 -3.880994 -0.309396 -0.01 0.04 0.02 -0.05
Br -5.296926 -3.606413 -1.049496 0.02 -0.05 0.07 -0.05
Br -7.304510 -4.966150 -3.104100 0.01 0.01 0.03 -0.01
H -7.289182 -2.678696 -2.180561 0.00 0.02 0.00 0.32
C 5.678765 2.539401 5.899142 -0.07 -0.01 0.04 0.05
Br 6.332657 2.675545 4.091542 -0.01 0.00 -0.02 0.05
Br 4.831701 4.164636 6.473474 0.01 -0.01 -0.02 0.01
Br 4.530668 1.011437 6.119153 0.10 0.06 0.01 -0.04
H 6.542664 2.394043 6.530127 -0.01 -0.01 -0.02 -0.07
C -5.644505 -1.310034 4.032162 -0.04 -0.15 0.10 -0.40
Br -4.825273 -2.869582 4.779009 0.03 0.09 -0.07 0.08
Br -4.366293 0.132275 3.842190 0.03 0.08 -0.03 -0.05
Br -6.525932 -1.699137 2.362131 0.02 -0.12 0.00 0.02
H -6.400030 -0.967341 4.724242 -0.01 0.04 -0.01 0.38
C -1.560528 -5.566294 6.285855 0.03 0.05 0.04 -0.33
Br -0.842597 -4.286946 5.042021 0.00 0.01 -0.01 0.01
Br -1.137937 -5.108135 8.101314 -0.01 0.00 -0.02 0.00
Br -3.457011 -5.792025 6.038163 -0.03 -0.08 0.02 -0.06
H -1.096921 -6.518456 6.073538 -0.01 -0.01 -0.02 0.34
C -5.988943 0.092508 -9.654951 -0.01 -0.02 -0.03 -0.30
Br -7.723057 -0.687135 -9.373999 0.01 0.01 0.00 0.00
Br -5.722962 0.603827 -11.485653 -0.01 0.00 0.01 0.00
Br -5.682569 1.572223 -8.458813 0.01 0.02 0.00 -0.04
H -5.253200 -0.662066 -9.420691 0.02 -0.02 0.02 0.32
C 9.593513 4.609728 6.260395 -0.03 0.06 -0.05 -0.26
Br 8.787107 6.073048 7.208330 0.00 -0.01 0.00 0.00
Br 11.499698 4.794380 6.140355 -0.01 -0.01 0.01 -0.01
Br 9.102102 2.915183 7.036146 0.12 -0.04 0.06 -0.01
H 9.200999 4.621728 5.253715 -0.01 -0.02 -0.01 0.29
C 10.972555 -6.196432 2.275035 0.01 0.06 -0.02 -0.32
Br 9.099792 -6.579295 2.057494 -0.04 -0.02 -0.01 -0.03
Br 11.764011 -5.613576 0.623069 0.00 0.00 0.00 0.00
Br 11.270071 -4.928670 3.688580 0.00 0.00 -0.01 0.00
H 11.458000 -7.118233 2.559069 0.00 -0.01 0.00 0.34
```
Forces are in eV/Å.